# 1
ORCA calculation (ωB97M-V with the def2-TZVPD basis set) on a 11-piece molecular cluster, C7H36N14O11 overall at a distorted geometry.

Computed properties:
Total energy, a.u.: -1882.79502
HOMO energy, eV: -8.985
Kohn-Sham gap, eV: 8.563
SMILES: NC(N)=O.NC(N)=O.NC(N)=O.NC(N)=O.NC(N)=O.NC(N)=O.NC(N)=O.O.O.O.O
ΔE to the lowest compared entry with this formula, charge and spin, kcal per mole: 53.11

The geometry in ORCA input format:
```
! wB97M-V def2-TZVPD RIJCOSX def2/J DEFGRID3
* xyz 0 1
N 0.13 -0.27 -1.20
C -0.16 0.82 -0.48
N -0.87 0.52 0.62
O 0.26 1.93 -0.81
H 0.50 -0.10 -2.12
H 0.10 -1.21 -0.86
H -1.18 1.26 1.24
H -1.02 -0.47 0.72
N -2.70 -0.87 2.56
C -3.93 -0.87 3.03
N -4.61 -2.03 2.81
O -4.46 0.10 3.56
H -2.36 0.06 2.40
H -2.31 -1.71 2.17
H -5.56 -2.13 3.11
H -4.17 -2.76 2.26
N 5.46 2.32 -0.80
C 4.57 2.03 -1.74
N 3.44 1.44 -1.33
O 4.78 2.14 -2.96
H 5.27 2.15 0.18
H 6.35 2.72 -0.99
H 2.91 0.85 -1.95
H 3.23 1.32 -0.35
N 3.34 -1.72 1.94
C 2.10 -1.95 2.39
N 1.43 -0.85 2.77
O 1.66 -3.09 2.64
H 3.89 -2.54 1.74
H 3.61 -0.84 1.54
H 1.86 0.05 2.56
H 0.51 -0.86 3.15
N -1.60 0.79 -3.91
C -0.65 1.25 -4.77
N -0.13 0.23 -5.47
O -0.28 2.42 -4.78
H -2.16 1.43 -3.37
H -1.76 -0.20 -3.86
H -0.33 -0.74 -5.33
H 0.56 0.44 -6.17
N -0.39 -4.86 2.12
C -1.39 -4.04 1.69
N -0.93 -2.95 1.01
O -2.58 -4.30 1.80
H 0.56 -4.60 1.93
H -0.64 -5.74 2.53
H 0.08 -3.04 1.09
H -1.39 -2.65 0.16
N -2.74 3.54 0.65
C -2.65 3.00 1.86
N -1.36 2.91 2.31
O -3.59 2.56 2.51
H -1.91 3.86 0.17
H -3.65 3.71 0.24
H -1.25 2.61 3.27
H -0.61 3.29 1.77
O 1.11 3.73 -2.52
H 1.56 4.38 -1.97
H 0.77 3.07 -1.90
O 2.21 1.70 1.73
H 1.41 1.93 1.23
H 2.06 2.05 2.62
O 2.39 -1.17 -3.25
H 2.85 -1.80 -2.69
H 2.98 -1.03 -4.00
O -2.58 -2.52 -1.30
H -2.96 -2.98 -2.05
H -3.10 -1.71 -1.22
*
```

# 2
ORCA calculation (ωB97M-V with the def2-TZVPD basis set) on a 11-piece molecular cluster, C7H37NO10 overall at a distorted geometry.

Computed properties:
Total energy, a.u.: -1095.99236
HOMO energy, eV: -8.674
Kohn-Sham gap, eV: 8.700
SMILES: CC(C)CNC(C)C.O.O.O.O.O.O.O.O.O.O
ΔE to the lowest compared entry with this formula, charge and spin, kcal per mole: 53.35

The geometry in ORCA input format:
```
! wB97M-V def2-TZVPD RIJCOSX def2/J DEFGRID3
* xyz 0 1
C -1.95 -2.44 -0.94
C -0.83 -2.10 0.09
C 0.52 -2.56 -0.45
C -1.01 -0.60 0.27
N 0.20 -0.07 0.92
C 0.08 1.22 1.61
C -0.44 2.28 0.62
C -0.70 1.17 2.94
H -1.62 -2.22 -1.94
H -2.26 -3.52 -0.95
H -2.85 -1.98 -0.55
H -1.17 -2.63 0.99
H 0.40 -3.48 -1.06
H 0.98 -1.74 -1.01
H 1.14 -2.83 0.42
H -1.86 -0.34 0.92
H -0.99 -0.15 -0.74
H 0.52 -0.66 1.72
H 1.14 1.46 1.87
H -0.72 3.22 1.14
H -1.31 1.94 0.11
H 0.36 2.59 -0.03
H -1.02 2.14 3.24
H -1.54 0.48 2.73
H -0.13 0.55 3.69
O 4.31 -1.24 1.38
H 4.10 -0.38 1.02
H 4.77 -1.86 0.83
O 4.70 0.09 -2.74
H 4.01 0.32 -3.37
H 4.10 -0.27 -2.06
O 2.77 0.81 -0.55
H 2.29 0.61 0.26
H 2.20 0.96 -1.31
O 2.29 3.34 1.09
H 2.27 4.30 1.10
H 2.41 3.26 0.13
O -2.04 2.74 -2.21
H -1.38 2.02 -2.15
H -1.69 3.51 -2.63
O -3.64 -1.54 2.89
H -3.64 -2.32 2.32
H -4.12 -0.93 2.31
O -3.85 0.74 -0.12
H -4.70 1.15 -0.35
H -3.59 0.74 -1.06
O 1.18 -2.39 2.75
H 1.11 -1.86 3.56
H 2.10 -2.59 2.56
O 0.43 1.42 -2.13
H 0.40 0.98 -3.00
H 0.40 0.79 -1.39
O -0.50 -0.34 -4.22
H -1.25 -0.61 -4.77
H -0.39 -1.20 -3.77
*
```

# 3
ORCA calculation (ωB97M-V with the def2-TZVPD basis set) on a 12-piece molecular cluster, C7H38N14O12 overall at a distorted geometry.

Computed properties:
Total energy, a.u.: -1959.04197
HOMO energy, eV: -9.058
Kohn-Sham gap, eV: 8.752
SMILES: NC(N)=O.NC(N)=O.NC(N)=O.NC(N)=O.NC(N)=O.NC(N)=O.NC(N)=O.O.O.O.O.O
ΔE to the lowest compared entry with this formula, charge and spin, kcal per mole: 170.30

The geometry in ORCA input format:
```
! wB97M-V def2-TZVPD RIJCOSX def2/J DEFGRID3
* xyz 0 1
N -5.96 1.57 -1.37
C -6.43 0.36 -1.41
N -7.51 0.30 -2.11
O -5.92 -0.60 -0.92
H -5.25 1.79 -0.69
H -6.35 2.35 -1.89
H -7.85 1.18 -2.48
H -8.15 -0.48 -2.16
N -0.83 0.19 6.60
C -0.72 -0.62 5.60
N -1.80 -1.02 5.09
O 0.37 -1.10 5.23
H 0.02 0.45 7.09
H -1.70 0.71 6.60
H -2.61 -0.53 5.45
H -1.78 -1.74 4.38
N -1.15 5.86 -4.30
C -0.41 6.29 -3.33
N -1.16 6.71 -2.34
O 0.79 6.15 -3.28
H -2.14 6.02 -4.31
H -0.89 5.45 -5.19
H -0.69 6.96 -1.48
H -2.17 6.75 -2.35
N 0.21 1.00 -0.89
C 1.07 0.31 -1.63
N 1.97 1.12 -2.10
O 0.91 -0.86 -1.92
H -0.72 0.65 -0.74
H 0.38 1.96 -0.64
H 1.90 2.10 -1.87
H 2.62 0.78 -2.80
N -5.10 -5.95 1.62
C -4.00 -6.55 1.29
N -3.27 -5.64 0.84
O -3.72 -7.72 1.35
H -5.82 -6.40 2.17
H -5.24 -4.97 1.43
H -2.29 -5.82 0.69
H -3.74 -4.77 0.63
N 3.49 -8.67 -1.36
C 2.83 -7.58 -1.06
N 2.70 -6.82 -2.08
O 2.58 -7.23 0.06
H 3.69 -8.85 -2.33
H 3.88 -9.08 -0.52
H 2.27 -5.93 -1.91
H 2.73 -7.25 -3.00
N 4.74 3.76 2.78
C 4.58 3.47 4.00
N 4.15 4.51 4.68
O 4.71 2.39 4.51
H 4.46 4.66 2.42
H 5.16 3.13 2.12
H 4.15 4.44 5.69
H 4.17 5.46 4.34
O 5.09 -2.31 1.43
H 5.68 -1.94 0.77
H 4.52 -2.90 0.93
O -2.00 -3.94 -4.89
H -2.59 -3.30 -5.29
H -1.41 -3.42 -4.35
O 5.65 7.73 -0.98
H 4.99 8.26 -0.55
H 5.19 7.32 -1.71
O 5.00 -0.94 -5.81
H 4.72 -1.85 -5.74
H 4.34 -0.53 -6.37
O -1.66 4.93 3.15
H -0.92 5.53 3.12
H -1.78 4.73 4.08
*
```

# 4
ORCA calculation (ωB97M-V with the def2-TZVPD basis set) on a 14-piece molecular cluster, C7H38O14 overall at a distorted geometry.

Computed properties:
Total energy, a.u.: -1342.66552
HOMO energy (spin up / spin down), eV: -0.116 / -6.145
Kohn-Sham gap (spin up / spin down), eV: 2.496 / 8.469
ΔE to the lowest compared entry with this formula, charge and spin, kcal per mole: 48.68
Expectation value of S²: 0.7506

The geometry in ORCA input format:
```
! wB97M-V def2-TZVPD RIJCOSX def2/J DEFGRID3
* xyz -1 2
O 3.03 -1.52 0.97
C 2.86 -0.48 1.60
C 2.10 0.60 0.95
C 2.05 1.71 1.97
C 0.77 1.50 2.75
C 0.55 0.71 3.81
C -0.38 2.28 2.17
C -1.70 1.87 2.66
H 2.94 -0.39 2.67
H 2.42 1.17 0.06
H 1.15 0.09 0.63
H 2.07 2.79 1.72
H 3.00 1.83 2.50
H 1.10 -0.08 4.09
H -0.31 1.04 4.52
H -0.22 3.31 2.73
H -0.26 2.59 1.11
H -1.63 1.27 3.60
H -2.26 1.28 2.03
H -2.34 2.84 2.83
H -0.34 -2.94 2.08
H 0.27 -1.56 2.43
O -0.62 -2.05 2.53
H -2.83 -1.53 2.70
H -2.11 -0.90 1.66
O -2.86 -1.22 1.85
H -1.90 -1.93 -0.38
H -2.50 -3.27 -0.85
O -2.29 -2.41 -1.12
H -4.35 -0.06 0.45
H -3.70 -0.82 -0.73
O -4.06 0.04 -0.44
H -0.55 -0.60 -3.34
H 0.07 -1.18 -4.58
O -0.55 -1.38 -3.81
H -0.93 1.92 -3.42
H -1.32 2.47 -2.09
O -1.43 1.71 -2.71
H 2.78 -5.33 -1.12
H 2.15 -3.92 -0.76
O 2.11 -4.90 -0.57
H 0.25 -4.59 0.27
H -0.29 -3.19 -0.26
O -0.32 -3.80 0.52
H -0.94 -0.09 -1.25
H -2.10 0.17 -0.28
O -1.21 0.08 -0.36
H 1.46 -1.62 -1.90
H -0.05 -2.07 -1.76
O 0.79 -1.91 -1.36
H 0.75 0.88 -2.74
H 1.04 2.32 -2.78
O 1.12 1.59 -3.35
H 4.43 0.87 -4.16
H 3.14 1.82 -3.75
O 3.68 0.99 -3.63
H -1.26 4.94 -2.25
H -0.02 4.54 -1.62
O -0.42 4.53 -2.51
*
```

# 5
ORCA calculation (ωB97M-V with the def2-TZVPD basis set) on a 14-piece molecular cluster, C7H39NO13 overall at a distorted geometry.

Computed properties:
Total energy, a.u.: -1322.77251
HOMO energy, eV: -7.917
Kohn-Sham gap, eV: 7.995
ΔE to the lowest compared entry with this formula, charge and spin, kcal per mole: 177.44

The geometry in ORCA input format:
```
! wB97M-V def2-TZVPD RIJCOSX def2/J DEFGRID3
* xyz 0 1
C -2.03 -2.40 -0.94
C -2.16 -2.11 0.49
N -0.21 0.03 0.89
C 0.18 -1.31 1.16
C -0.75 -2.31 1.07
C -0.43 -3.77 1.25
C 2.59 -1.58 0.59
C 1.62 -1.47 1.55
H -1.19 -1.83 -1.42
H -1.71 -3.50 -1.20
H -2.88 -2.26 -1.52
H -2.49 -1.05 0.70
H -2.85 -2.98 1.04
H -1.18 0.26 0.54
H 0.07 0.64 1.74
H 0.61 -4.07 1.64
H -0.45 -4.35 0.31
H -1.15 -4.21 1.92
H 2.41 -1.34 -0.42
H 3.58 -1.77 0.59
H 1.67 -1.74 2.53
H 0.70 4.05 -1.46
H 1.04 5.53 -1.15
O 0.96 4.58 -0.78
H -2.18 1.84 3.69
H -3.01 1.01 2.83
O -2.11 1.10 3.02
H -2.04 1.09 -2.46
H -0.89 0.37 -3.44
O -1.33 1.20 -3.09
H 0.23 -3.24 -3.24
H -0.65 -2.89 -4.48
O 0.20 -3.53 -4.22
H 1.87 3.33 2.82
H 1.79 3.42 4.32
O 1.29 3.71 3.48
H 0.14 4.62 1.28
H -0.44 4.61 2.70
O -0.69 4.41 1.85
H 1.30 0.27 3.39
H 2.12 1.48 2.75
O 1.47 1.21 3.38
H -2.57 -4.15 -2.64
H -1.41 -5.22 -2.39
O -2.07 -4.85 -3.04
H 4.18 -0.03 -1.52
H 2.93 0.81 -1.54
O 3.28 -0.08 -1.38
H 0.38 1.74 -2.48
H 0.25 1.81 -1.01
O 0.87 1.68 -1.67
H 2.02 1.92 0.87
H 2.58 3.19 0.36
O 2.87 2.37 0.82
H -3.12 3.20 0.35
H -1.83 2.29 0.05
O -2.71 2.42 -0.12
H 0.80 -0.67 -3.55
H 0.42 -0.67 -1.86
O 0.11 -0.80 -2.93
*
```

# 6
ORCA calculation (ωB97M-V with the def2-TZVPD basis set) on C7H3Br2Cl3 as an isolated structure at a distorted geometry.

Computed properties:
Total energy, a.u.: -6797.01818
HOMO energy, eV: -8.848
Kohn-Sham gap, eV: 8.339
ΔE to the lowest compared entry with this formula, charge and spin, kcal per mole: 47.47

The geometry in ORCA input format:
```
! wB97M-V def2-TZVPD RIJCOSX def2/J DEFGRID3
* xyz 0 1
C 2.08 0.02 0.24
C 1.53 -1.19 -0.04
C 1.43 1.23 -0.03
C -0.45 -0.06 -0.85
C 0.18 -1.24 -0.46
C 0.19 1.17 -0.68
C -3.32 0.02 0.71
Cl -2.76 -1.14 1.78
Cl -2.80 1.52 1.30
Cl -2.02 -0.12 -1.43
Br -0.62 -2.92 -0.56
Br -0.68 2.67 -1.20
H 3.09 -0.07 0.66
H 2.19 -1.97 0.27
H 1.95 2.09 0.29
*
```

# 7
ORCA calculation (ωB97M-V with the def2-TZVPD basis set) on an isolated molecule of C7H3N at a distorted geometry.

Computed properties:
Total energy, a.u.: -323.09004
HOMO energy, eV: -9.718
Kohn-Sham gap, eV: 9.964
SMILES: N#Cc1c2cccc1-2
ΔE to the lowest compared entry with this formula, charge and spin, kcal per mole: 16.67

The geometry in ORCA input format:
```
! wB97M-V def2-TZVPD RIJCOSX def2/J DEFGRID3
* xyz 0 1
N 5.59 0.11 0.10
C 4.47 -0.03 0.06
C 2.78 0.03 -0.15
C 1.78 0.88 -0.16
C 0.44 1.18 -0.07
C -0.26 0.04 0.14
C 0.47 -1.17 0.07
C 1.77 -0.86 -0.05
H 0.08 2.23 0.02
H -1.27 0.12 0.41
H 0.23 -2.30 0.31
*
```

# 8
ORCA calculation (ωB97M-V with the def2-TZVPD basis set) on a 15-piece molecular cluster, C7H42O14 overall at a distorted geometry.

Computed properties:
Total energy, a.u.: -1345.29165
HOMO energy, eV: -9.153
Kohn-Sham gap, eV: 9.296
ΔE to the lowest compared entry with this formula, charge and spin, kcal per mole: 23.50

The geometry in ORCA input format:
```
! wB97M-V def2-TZVPD RIJCOSX def2/J DEFGRID3
* xyz 0 1
C -2.50 2.12 -0.26
C -1.86 1.02 -1.12
C -0.34 1.12 -1.16
C 0.30 0.82 0.22
C 1.34 -2.76 1.30
C 1.36 -1.29 1.01
C 0.31 -0.63 0.51
H -2.12 3.05 -0.48
H -3.55 2.18 -0.46
H -2.31 1.88 0.79
H -2.17 0.02 -0.72
H -2.23 1.11 -2.22
H -0.03 2.10 -1.46
H 0.10 0.39 -1.90
H 1.27 1.33 0.21
H -0.23 1.37 1.00
H 1.64 -3.32 0.41
H 0.35 -3.11 1.54
H 2.03 -3.04 2.13
H 2.35 -0.80 1.20
H -0.67 -1.11 0.28
H -0.26 0.37 3.48
H -0.76 1.67 2.89
O -1.04 0.82 3.24
H 4.29 0.62 -0.64
H 2.89 0.73 -1.30
O 3.35 0.45 -0.46
H 2.97 0.33 -3.97
H 1.49 0.36 -3.57
O 2.40 0.26 -3.23
H -2.34 -1.07 -2.67
H -1.02 -1.86 -2.65
O -1.61 -1.26 -3.23
H 0.24 3.63 0.62
H -0.23 4.96 0.14
O 0.18 4.19 -0.22
H 2.81 1.17 1.51
H 2.23 0.79 2.97
O 2.59 1.51 2.40
H 0.00 -3.66 -2.07
H 0.79 -2.44 -1.61
O -0.11 -2.84 -1.66
H 1.47 -0.68 4.69
H 1.04 -1.26 3.30
O 1.30 -0.44 3.76
H 0.49 3.61 3.15
H 1.20 2.50 2.43
O 0.35 2.96 2.44
H -3.53 -1.14 0.63
H -4.47 -0.72 -0.42
O -3.90 -1.41 -0.21
H -2.01 -0.37 2.48
H -2.03 -1.73 1.67
O -2.58 -1.05 2.10
H -2.64 -2.88 0.07
H -1.17 -2.95 -0.28
O -1.78 -3.03 0.45
H -0.65 -0.04 -3.94
H -0.43 1.48 -3.88
O -0.05 0.67 -4.22
H 2.40 -1.25 -2.38
H 2.68 -1.48 -0.92
O 2.39 -1.97 -1.73
*
```

# 9
ORCA calculation (ωB97M-V with the def2-TZVPD basis set) on a 19-piece molecular cluster, C7H47N2O21P2 overall at a distorted geometry.

Computed properties:
Total energy, a.u.: -2666.76088
HOMO energy, eV: -12.542
Kohn-Sham gap, eV: 8.359

The geometry in ORCA input format:
```
! wB97M-V def2-TZVPD RIJCOSX def2/J DEFGRID3
* xyz 1 1
N 2.73 -1.51 -0.38
P 1.42 -1.96 -1.12
N 0.51 -0.59 -1.90
O 0.06 0.38 -1.02
C -0.97 -0.11 -0.16
O -0.84 0.01 1.06
C -2.30 -0.75 -0.68
C -2.54 -2.18 -0.40
C -3.78 -2.77 -0.94
C -4.69 -1.89 -1.72
C -4.44 -0.46 -1.96
C -3.20 0.14 -1.43
P 1.51 0.29 -3.15
O 2.11 -0.73 -4.07
H 2.64 -1.75 0.63
H 0.48 -2.56 -0.22
H 1.64 -2.92 -2.16
H -0.26 -1.04 -2.45
H -1.77 -2.75 0.19
H -3.99 -3.85 -0.75
H -5.62 -2.35 -2.15
H -5.13 0.23 -2.52
H -2.92 1.22 -1.57
H 2.46 1.14 -2.51
H 0.57 1.11 -3.85
O -1.23 3.47 0.77
H -0.83 2.67 0.41
H -1.61 3.16 1.61
O -1.24 2.02 -4.50
H -2.19 2.19 -4.53
H -0.98 2.00 -5.43
O -0.90 -4.22 1.36
H -0.51 -3.61 2.00
H -0.93 -5.07 1.83
O -5.83 1.39 0.09
H -5.12 1.16 0.71
H -6.08 2.28 0.34
O -0.42 6.29 1.64
H -0.87 6.75 0.92
H -0.69 5.37 1.53
O 3.48 2.40 -0.68
H 3.89 3.01 -0.04
H 3.44 1.56 -0.20
O -3.38 0.75 2.99
H -3.12 0.60 3.91
H -2.57 0.58 2.49
O 5.52 -3.35 0.03
H 4.76 -2.76 -0.07
H 5.83 -3.16 0.92
O -2.01 1.76 5.60
H -1.31 1.52 6.23
H -2.26 2.65 5.86
O 6.24 1.49 -1.01
H 5.29 1.66 -1.03
H 6.50 1.47 -1.94
O 0.14 2.09 7.35
H 0.59 2.16 8.20
H 0.83 2.21 6.70
O 3.08 -3.66 -5.24
H 3.79 -3.89 -4.62
H 2.86 -2.75 -5.01
O 4.95 -1.34 1.92
H 4.81 -1.55 2.85
H 5.44 -0.50 1.94
O -7.56 0.84 2.81
H -7.10 0.92 3.65
H -6.87 0.96 2.15
O 0.45 -5.03 -3.76
H 0.96 -5.60 -3.17
H 1.11 -4.70 -4.39
O 2.13 -0.32 2.63
H 1.67 0.16 3.34
H 1.52 -0.26 1.89
O 4.47 1.06 -5.35
H 4.57 1.35 -6.26
H 3.70 0.47 -5.38
O 0.28 2.09 3.75
H -0.65 1.85 3.75
H 0.27 3.06 3.68
*
```